1) {
  "formula": "C5H17NO2",
  "method": "ωB97M-V with the def2-TZVPD basis set",
  "species": ["C", "C", "N", "C", "C", "C", "H", "H", "H", "H", "H", "H", "H", "H", "H", "H", "H", "H", "H", "O", "H", "H", "O", "H", "H"],
  "positions_angstrom": [[1.57419, 1.15784, 0.74570], [0.26126, 1.50310, 0.10228], [-0.47003, 0.33863, -0.40105], [-1.90159, 0.51355, -0.29764], [-0.00604, -0.06786, -1.71666], [-0.50006, -1.44666, -2.10756], [2.03397, 2.01640, 1.21471], [1.43558, 0.43017, 1.54789], [2.37926, 0.76932, 0.11663], [-0.38769, 2.13325, 0.69783], [0.46685, 2.15063, -0.75172], [-2.44004, -0.14996, -0.97256], [-2.23073, 1.54166, -0.48196], [-2.25744, 0.23199, 0.70007], [1.07794, -0.15246, -1.63345], [-0.25170, 0.65133, -2.51440], [-0.10664, -1.73437, -3.08195], [-0.19086, -2.21733, -1.40315], [-1.57176, -1.62044, -2.20304], [0.06820, -0.19534, 3.37918], [-0.77780, 0.01055, 2.96751], [0.08052, 0.40708, 4.14043], [1.34763, -2.49329, 0.59173], [1.33299, -1.95265, 1.39536], [1.03400, -1.82513, -0.03419]],
  "e_lumo_ha": 0.0227,
  "smiles": "CCN(C)CC.O.O",
  "homo_energy_ev": -8.627,
  "orbital_gap_ev": 9.25
}

***

2) {
  "formula": "C5H17NO2",
  "method": "ωB97M-V with the def2-TZVPD basis set",
  "species": ["C", "N", "C", "C", "C", "C", "H", "H", "H", "H", "H", "H", "H", "H", "H", "H", "H", "H", "H", "O", "H", "H", "O", "H", "H"],
  "positions_angstrom": [[1.26648, -1.38286, -1.99148], [1.15997, -0.73943, -0.67993], [0.21193, -1.43088, 0.23029], [-0.82637, -0.51645, 0.86203], [-0.92060, -0.69603, 2.38436], [-2.23182, -0.69088, 0.24855], [2.01903, -0.88440, -2.59354], [1.61728, -2.41267, -1.85096], [0.30238, -1.43731, -2.48930], [2.06414, -0.79991, -0.23447], [-0.26572, -2.25628, -0.30617], [0.81581, -1.94047, 0.98925], [-0.57793, 0.53410, 0.71074], [-0.11600, -0.16894, 2.90039], [-1.87481, -0.41034, 2.82532], [-0.81448, -1.74684, 2.67423], [-2.25032, -0.27951, -0.76178], [-2.47696, -1.74562, 0.06027], [-3.00399, -0.37595, 0.93708], [-0.66116, 2.53989, -1.03014], [-0.47218, 1.72944, -1.51521], [0.12099, 3.08360, -1.17618], [1.77952, 2.22640, 0.27249], [0.93040, 2.41071, 0.69316], [1.75759, 1.32626, -0.07281]],
  "e_lumo_ha": 0.0285,
  "smiles": "CNCC(C)C.O.O",
  "homo_energy_ev": -9.442,
  "orbital_gap_ev": 10.22
}

***

Stability check: which of them is least stable? 1).

***

1) {
  "formula": "C5H17NO2",
  "method": "ωB97M-V with the def2-TZVPD basis set",
  "species": ["C", "C", "C", "C", "C", "N", "H", "H", "H", "H", "H", "H", "H", "H", "H", "H", "H", "H", "H", "H", "H", "O", "H", "H", "O"],
  "positions_angstrom": [[-2.34997, 0.15662, 0.06122], [-1.60425, -1.13795, -0.13100], [-0.49137, -1.35431, 0.88852], [0.24585, -0.07342, 1.30343], [0.70050, 0.78415, 0.07201], [0.10095, 2.11075, -0.02347], [-2.82715, 0.28654, 1.02991], [-1.60264, 0.97779, 0.17128], [-3.03522, 0.43422, -0.72387], [-1.02737, -1.14195, -1.06355], [-2.31632, -1.99675, -0.10652], [-0.97011, -1.73207, 1.83127], [0.26367, -2.08402, 0.53051], [-0.36752, 0.66913, 1.79681], [1.17563, -0.28294, 1.83144], [1.75811, 1.06935, 0.25124], [0.74596, 0.10874, -0.79971], [-0.06780, 5.03052, -0.31196], [0.62114, 2.39731, -0.83948], [0.68306, 5.05330, -0.16522], [1.12615, -2.45667, -2.47841], [0.85349, -2.16837, -1.61373], [1.99120, -1.76412, -0.93227], [3.64463, -1.62941, -0.27757], [2.74938, -1.25646, -0.30089]],
  "e_lumo_ha": -0.1688,
  "homo_energy_ev": -8.633,
  "orbital_gap_ev": 4.04
}

***

2) {
  "formula": "C5H17NO2",
  "method": "ωB97M-V with the def2-TZVPD basis set",
  "species": ["C", "C", "C", "C", "N", "C", "H", "H", "H", "H", "H", "H", "H", "H", "H", "H", "H", "H", "H", "O", "H", "H", "O", "H", "H"],
  "positions_angstrom": [[2.67144, 1.36653, -1.24708], [1.47939, 0.82068, -0.53977], [0.14301, 0.73832, -1.26957], [-0.40371, 1.99300, -1.98367], [-0.56361, 3.17372, -1.12489], [0.10640, 4.38949, -1.47475], [2.86198, 0.86382, -2.19582], [3.58913, 1.22359, -0.64134], [2.79084, 2.43769, -1.43274], [1.62215, -0.18938, -0.12765], [1.22288, 1.46124, 0.32295], [0.13809, 0.06286, -2.15827], [-0.63281, 0.30458, -0.63214], [0.26764, 2.20011, -2.81959], [-1.39490, 1.81379, -2.38784], [-0.59943, 2.99397, -0.13821], [1.18598, 4.40327, -1.37148], [-0.17123, 4.91099, -2.40208], [-0.12109, 5.23979, -0.79360], [-0.87838, -6.35384, 2.49855], [-0.92778, -5.46126, 2.86485], [-1.43476, -6.29249, 1.70305], [-2.04467, -4.23980, 3.88382], [-1.98305, -4.35641, 4.82464], [-2.88984, -4.61654, 3.63010]],
  "e_lumo_ha": 0.0255,
  "smiles": "CCCCNC.O.O",
  "homo_energy_ev": -8.234,
  "orbital_gap_ev": 8.93
}

***

3) {
  "formula": "C5H17NO2",
  "method": "ωB97M-V with the def2-TZVPD basis set",
  "species": ["C", "C", "C", "C", "C", "N", "H", "H", "H", "H", "H", "H", "H", "H", "H", "H", "H", "H", "H", "O", "H", "H", "O", "H", "H"],
  "positions_angstrom": [[0.81976, 2.11256, 1.45979], [0.56749, 0.61563, 1.30920], [-0.91900, 0.24037, 1.41948], [-1.77639, 0.38015, 0.15753], [-1.10790, 0.09725, -1.18660], [-0.87414, -1.30902, -1.52364], [0.55651, 2.64943, 0.54492], [1.86883, 2.34905, 1.65793], [0.29849, 2.53361, 2.31993], [0.98724, 0.27148, 0.36393], [1.10927, 0.06475, 2.07981], [-1.36159, 0.84993, 2.21524], [-0.98742, -0.73022, 1.91231], [-2.13704, 1.41337, 0.10691], [-2.64264, -0.27194, 0.22749], [-0.16588, 0.64486, -1.27455], [-1.71494, 0.53439, -1.97849], [-0.58445, -1.90492, -0.74574], [-1.72305, -1.67931, -1.92880], [1.40839, -2.33698, -0.03124], [1.84802, -2.05498, 0.77859], [1.93096, -1.91566, -0.73780], [1.86413, -1.08983, -2.39353], [1.81565, -0.12622, -2.44545], [0.91968, -1.33773, -2.30723]],
  "e_lumo_ha": 0.0309,
  "smiles": "CCCCCN.O.O",
  "homo_energy_ev": -9.550,
  "orbital_gap_ev": 10.39
}

***

Stability check: which of them is least stable? 1).

***

1) {
  "formula": "C6H29NO8",
  "method": "ωB97M-V with the def2-TZVPD basis set",
  "species": ["C", "C", "C", "C", "C", "N", "C", "O", "H", "H", "H", "H", "H", "H", "H", "H", "H", "H", "H", "H", "H", "H", "H", "O", "H", "H", "O", "H", "H", "O", "H", "H", "O", "H", "H", "O", "H", "H", "O", "H", "H", "O", "H", "H"],
  "positions_angstrom": [[1.86422, -3.31077, -1.65787], [1.74072, -2.55011, -0.38841], [2.24559, -3.24776, 0.85936], [0.22515, -2.20062, -0.25067], [-0.23481, -1.05997, -1.16993], [-1.53129, -0.44455, -0.72776], [0.84899, 0.28488, -1.11429], [0.21605, 1.27752, -1.82176], [2.58531, -4.02599, -1.55603], [1.88698, -2.81907, -2.64897], [0.88658, -3.90563, -1.77165], [2.35005, -1.65494, -0.51568], [3.40269, -3.17356, 0.75306], [1.71160, -2.59715, 1.65539], [1.78473, -4.20609, 0.97137], [-0.36834, -3.15061, -0.57766], [0.04222, -1.91563, 0.76034], [0.00947, -1.31452, -2.26857], [-1.36893, 0.04654, 0.19642], [-1.66758, 0.48086, -1.35970], [1.16149, 0.12342, -0.04556], [1.64349, 0.04517, -1.80379], [-0.09333, 1.95213, -1.22612], [-2.58483, 3.44889, -0.80814], [-3.52556, 3.17925, -0.85784], [-2.62392, 4.11116, -1.52662], [-1.19006, 1.89019, 3.36296], [-0.30218, 1.81742, 3.47191], [-1.62115, 1.61112, 4.11761], [0.09887, 3.65791, -0.49760], [0.82267, 3.12318, -0.15862], [0.56303, 4.40330, -0.86674], [-1.71218, 4.17928, 1.45953], [-1.55027, 3.60150, 2.15895], [-1.42855, 3.67219, 0.63126], [-1.01367, -0.78105, 2.50463], [-1.56778, -0.09368, 2.22277], [-1.17383, -1.56877, 2.04672], [1.34540, 0.87635, 3.37306], [0.94035, 0.00855, 3.61248], [2.21798, 0.80106, 3.87278], [-1.77903, -0.25509, -4.52899], [-1.73035, -0.84226, -3.81019], [-1.52600, 0.52593, -4.07142]],
  "e_lumo_ha": 0.0080,
  "smiles": "CC(C)C[C@@H](N)CO.O.O.O.O.O.O.O",
  "homo_energy_ev": -8.733,
  "orbital_gap_ev": 8.95
}

***

2) {
  "formula": "C6H29NO8",
  "method": "ωB97M-V with the def2-TZVPD basis set",
  "species": ["C", "C", "C", "C", "C", "C", "N", "H", "H", "H", "H", "H", "H", "H", "H", "H", "H", "H", "H", "H", "O", "H", "H", "O", "H", "H", "O", "H", "H", "O", "H", "H", "O", "H", "H", "O", "H", "H", "O", "H", "H", "O", "H", "H"],
  "positions_angstrom": [[1.29103, 0.88696, -0.37118], [0.11596, 0.19026, -0.63777], [0.10436, -0.57980, -1.94680], [-1.14485, 0.39615, 0.27212], [-2.52116, 0.57676, -0.22673], [-3.42098, 0.65182, 1.14031], [-2.97740, -0.69806, -0.69633], [1.46321, 1.56282, 0.45986], [2.18544, 0.98366, -0.92513], [-0.60198, -1.43354, -1.75911], [1.17931, -0.89990, -2.41635], [-0.21296, 0.06377, -2.70552], [-0.94403, 1.32017, 0.68801], [-1.20641, -0.40746, 1.00982], [-2.69011, 1.52852, -0.87365], [-4.22388, 1.34520, 0.92736], [-3.72215, -0.37671, 1.22066], [-2.87165, 0.93471, 2.01312], [-3.90930, -1.05094, -0.40851], [-2.44042, -1.48138, -1.17643], [3.57814, -2.98007, -1.06812], [2.83297, -2.77633, -0.49073], [3.41023, -2.54366, -1.87196], [1.04546, 2.01299, 2.83825], [1.66548, 1.59264, 2.21007], [1.07718, 1.40136, 3.53284], [-2.13066, -1.72941, -3.76048], [-1.20529, -1.87720, -4.14151], [-2.17472, -0.84560, -3.34271], [-0.80999, 3.27800, -0.05422], [-1.13999, 2.53074, -0.48229], [-0.40806, 3.20551, 0.78216], [1.48616, -2.55896, 1.32569], [0.60955, -2.17980, 1.02794], [2.10342, -2.05212, 0.88722], [1.59982, 4.51529, -0.38091], [1.58005, 4.31951, 0.64343], [0.77869, 4.21066, -0.72953], [-0.61563, -3.61317, 0.73478], [-0.75970, -4.27305, -0.06319], [-0.79686, -4.17042, 1.59556], [3.03457, 0.21134, 2.26628], [3.49287, 0.16930, 3.04550], [3.72201, 0.26502, 1.62760]],
  "e_lumo_ha": 0.0053,
  "smiles": "C=C(C)C[C@H](C)N.O.O.O.O.O.O.O.O",
  "homo_energy_ev": -8.965,
  "orbital_gap_ev": 9.11
}

***

Stability check: which of them is least stable? 2).

***

1) {
  "formula": "C2H7OS",
  "method": "ωB97M-V with the def2-TZVPD basis set",
  "species": ["S", "H", "C", "O", "C", "H", "H", "H", "H", "H", "H"],
  "positions_angstrom": [[1.17545, -1.83156, -0.50967], [0.63512, -2.44311, 0.55975], [-1.23673, 1.57902, 0.11909], [-0.82152, 0.60484, -0.77024], [-0.33917, 1.49869, 1.41322], [-1.03818, 2.62156, -0.34590], [-2.33080, 1.49484, 0.42128], [-0.04704, -0.06849, -0.64143], [0.81538, 1.83421, 1.20171], [-0.57186, 2.07442, 2.23870], [-0.24221, 0.48657, 1.68868]],
  "e_lumo_ha": 0.1484,
  "charge": -1,
  "homo_energy_ev": -2.947,
  "orbital_gap_ev": 6.98
}

***

2) {
  "formula": "C2H7OS",
  "method": "ωB97M-V with the def2-TZVPD basis set",
  "species": ["C", "C", "S", "H", "H", "H", "H", "H", "H", "H", "O"],
  "positions_angstrom": [[-0.56614, -0.45481, -1.32482], [-0.81735, 0.88227, -0.57337], [0.40880, 1.25656, 0.69292], [0.39550, -0.30194, -1.81690], [-0.62150, -1.26459, -0.60716], [-1.32217, -0.51437, -2.11404], [-0.93695, 1.69029, -1.31072], [-1.81642, 0.81090, -0.11687], [1.11383, -0.36450, 2.07770], [2.53391, -0.69826, 2.48468], [1.62850, -1.04155, 2.60858]],
  "e_lumo_ha": 0.1564,
  "charge": -1,
  "homo_energy_ev": -2.595,
  "orbital_gap_ev": 6.85
}

***

Stability check: which of them is least stable? 1).

***

1) {
  "formula": "C19H19N3O4S2",
  "method": "ωB97M-V with the def2-TZVPD basis set",
  "species": ["C", "H", "O", "C", "C", "C", "C", "C", "C", "N", "C", "O", "C", "C", "C", "C", "C", "C", "H", "H", "N", "C", "N", "C", "C", "H", "H", "S", "O", "O", "C", "C", "H", "S", "H", "H", "H", "H", "H", "H", "H", "H", "H", "H", "H", "H", "H"],
  "positions_angstrom": [[-2.03374, 5.89312, -2.20918], [-1.31382, 6.78974, -2.49840], [-1.43207, 4.65186, -2.78296], [-1.09908, 4.46711, -3.97086], [-1.00205, 5.49137, -4.94141], [-0.82950, 5.14847, -6.12014], [-0.42582, 3.93248, -6.35876], [-0.22554, 2.80005, -5.65782], [-0.62605, 3.04522, -4.31636], [-0.63234, 2.15835, -3.34226], [-1.79445, 1.61783, -2.51941], [-2.70928, 2.18101, -2.53955], [-1.20013, 0.80137, -1.53321], [-0.18029, 0.36506, -1.11254], [0.24023, -0.65813, -0.24243], [-1.00484, -1.38795, 0.39275], [-2.19627, -0.95649, -0.10602], [-2.47363, -0.03696, -0.96665], [-3.47649, 0.13559, -1.55540], [-3.17622, -1.71980, 0.24409], [-0.68797, -2.51999, 1.12668], [0.20871, -3.00893, 1.84355], [1.42837, -2.57164, 1.51959], [2.39520, -3.14550, 2.44111], [3.31227, -2.24250, 2.98331], [4.18242, -2.27963, 3.43639], [3.29374, -0.94302, 2.76494], [2.08219, -2.14395, 4.54735], [2.79919, -1.50779, 5.93284], [0.81429, -1.43635, 4.38595], [2.06201, -3.94866, 4.63623], [2.04606, -4.26661, 3.22688], [2.30935, -5.21255, 3.01320], [0.25047, -4.23510, 2.88279], [3.07085, -4.16182, 5.19537], [1.10690, -4.30420, 5.23858], [3.40564, -3.60903, 1.53315], [-1.85120, -2.86470, 1.57026], [1.08487, -0.88453, 0.17357], [0.62345, 0.87435, -1.31221], [-0.02359, 1.57525, -3.37520], [-0.17038, 1.79629, -5.66017], [-0.06021, 3.61169, -7.47529], [-0.85613, 5.95837, -6.86310], [-1.50001, 6.25219, -4.66115], [-2.13542, 5.87727, -1.24167], [-2.89875, 6.15130, -2.72359]],
  "e_lumo_ha": -0.0155,
  "homo_energy_ev": -7.081,
  "orbital_gap_ev": 6.66
}

***

2) {
  "formula": "C19H19N3O4S2",
  "method": "ωB97M-V with the def2-TZVPD basis set",
  "species": ["C", "O", "C", "C", "C", "C", "C", "C", "O", "N", "C", "N", "N", "C", "C", "C", "S", "O", "O", "C", "C", "C", "C", "C", "C", "C", "S", "C", "H", "H", "H", "H", "H", "H", "H", "H", "H", "H", "H", "H", "H", "H", "H", "H", "H", "H", "H"],
  "positions_angstrom": [[-6.95889, -1.77440, 0.49448], [-7.00998, -0.54644, -0.19290], [-5.85462, 0.12721, -0.42277], [-5.98571, 1.34257, -1.10215], [-4.87715, 2.11752, -1.36883], [-3.61922, 1.69753, -0.97043], [-3.47523, 0.48011, -0.31614], [-2.11053, 0.07262, 0.09097], [-1.22510, 0.85835, 0.36265], [-1.89217, -1.28286, 0.14098], [-0.65906, -1.80169, 0.41894], [-0.39157, -3.06560, 0.38201], [0.87785, -3.32777, 0.66011], [1.58576, -2.28619, 0.91606], [3.05181, -2.32108, 1.16250], [3.78073, -2.64895, -0.13130], [3.40511, -1.41663, -1.43679], [2.01643, -1.51790, -1.79783], [4.37870, -1.60912, -2.47912], [3.68604, 0.18803, -0.68034], [2.68553, 1.14029, -0.70484], [2.90217, 2.36913, -0.10870], [4.11729, 2.65550, 0.50570], [4.34610, 3.99287, 1.13825], [5.11903, 1.68978, 0.49867], [4.90798, 0.45710, -0.09389], [0.68477, -0.78535, 0.85238], [-4.59257, -0.30597, -0.03550], [-6.55015, -1.65481, 1.50285], [-6.37197, -2.51858, -0.05342], [-7.99085, -2.11372, 0.56434], [-6.97442, 1.65447, -1.39857], [-4.99294, 3.05701, -1.88688], [-2.74158, 2.29360, -1.16336], [-2.58835, -1.94047, -0.17880], [3.37988, -1.35349, 1.54796], [3.27320, -3.09262, 1.90513], [3.44497, -3.59907, -0.53964], [4.86014, -2.65431, -0.01258], [1.75047, 0.90633, -1.18737], [2.11789, 3.11079, -0.11608], [4.58182, 4.72941, 0.37001], [5.17491, 3.95771, 1.84052], [3.45241, 4.32922, 1.65874], [6.07106, 1.90475, 0.96175], [5.68726, -0.28893, -0.11328], [-4.47727, -1.22598, 0.51649]],
  "e_lumo_ha": 0.0082,
  "smiles": "COc1cccc(C(=O)Nc2nnc(CCS(=O)(=O)c3ccc(C)cc3)s2)c1",
  "homo_energy_ev": -8.890,
  "orbital_gap_ev": 9.11
}

***

Stability check: which of them is least stable? 1).